Below is a 5-piece molecular cluster, C2H13O4S overall at a distorted geometry, with properties calculated with ωB97M-V/def2-TZVPD.

Element x y z (Å)
C1 1.541151 -0.298707 1.923864
C2 0.595522 -1.459125 1.531750
S1 -0.381421 -1.220706 -0.014360
H1 0.865500 0.566350 2.056661
H2 2.075789 -0.096856 1.011742
H3 2.077480 -0.631921 2.791407
H4 -0.126197 -1.622027 2.421391
H5 1.079475 -2.431517 1.535567
H6 1.061020 -1.256862 -1.369940
H7 0.974461 -1.550565 -2.913708
O1 1.314914 -0.897576 -2.231961
H8 1.581476 3.386098 2.103775
H9 0.392840 2.283884 1.852002
O2 0.583992 3.161263 2.213766
H10 -1.904240 1.736982 -0.013591
H11 -1.101340 0.611776 0.195115
O3 -1.791662 1.150030 0.679958
H12 -0.874992 -0.563007 -3.607444
H13 -1.850352 0.089793 -2.672042
O4 -1.478273 0.280803 -3.648619

Forces on the atoms, in the same order (eV/Å):
-2.261 -0.687 -1.393
-1.923 -0.233 1.690
0.653 -1.052 0.927
0.626 -0.443 0.538
1.033 0.204 0.011
0.669 0.503 0.419
0.721 0.496 -1.208
0.567 -0.014 -0.457
-0.784 -0.199 0.715
0.769 1.025 1.492
0.565 -0.691 -3.255
-2.806 -1.152 0.078
0.281 0.266 -0.144
2.351 1.103 0.007
-1.034 2.637 -1.852
-0.258 -0.898 1.139
0.837 -0.982 1.165
-1.213 2.527 -0.503
0.955 1.131 -3.020
0.252 -3.541 3.652

- Energy above the lowest of the compared OMol25 structures with the same formula, charge and spin: 210.9 kJ/mol
- Highest occupied orbital energy: -3.48 eV
- Total charge: -1
- Multiplicity: 1
- DFT total energy: -21310.364 eV
- HOMO-LUMO gap: 7.1 eV

These are the Löwdin partial charges, in e, on atoms 1 to 8: number 1, C, carries -0.18; number 2, C, carries -0.70; number 3, S, carries 0.45; number 4, H, carries 0.03; number 5, H, carries 0.05; number 6, H, carries 0.05; number 7, H, carries 0.06; number 8, H, carries 0.02

***

Below is C2H14BrMnO5 as an isolated structure at a distorted geometry, with properties calculated with ωB97M-V/def2-TZVPD.

Element x y z (Å)
Mn1 0.619678 3.871817 1.846299
Br1 0.115138 1.244276 0.727768
C1 0.199428 1.668414 -2.969670
O1 -0.177388 2.799516 -2.255352
H1 0.851595 1.946144 -3.797695
H2 0.791143 0.967593 -2.380762
H3 -0.603038 1.169990 -3.513473
H4 -0.204753 2.583032 -1.320481
C2 2.116441 -2.845503 2.112398
O2 2.512238 -1.530882 1.862478
H5 1.244066 -3.053854 1.493012
H6 2.847811 -3.633651 1.933441
H7 2.019118 -2.925140 3.195117
H8 1.693283 -1.062620 1.684586
O3 -2.236744 -0.918784 1.791045
H9 -2.980247 -0.587213 1.287563
H10 -1.542541 -0.276051 1.645433
O4 0.360433 -1.780032 -0.807687
H11 0.059061 -1.029355 -0.295932
H12 1.250170 -1.942482 -0.494304
O5 -3.093623 2.125800 -0.717185
H13 -3.611552 1.487113 -0.227236
H14 -2.229717 1.721872 -0.799362

Forces on the atoms, in the same order (eV/Å):
-0.605 -2.056 -1.118
0.847 2.418 1.288
0.938 -0.853 -1.480
-0.319 0.952 0.748
0.240 0.403 0.139
-0.202 -0.239 0.168
-0.499 -0.124 0.615
-0.127 -0.088 -0.289
-0.199 0.113 -2.312
1.093 -1.727 0.940
-0.690 -0.103 0.776
1.077 0.361 -0.008
-0.472 0.022 1.234
-0.954 1.142 -0.536
0.341 -0.237 0.124
-0.368 -0.083 -0.109
-0.089 0.226 0.105
0.050 -0.240 0.301
-0.409 0.174 -0.074
0.422 -0.108 -0.467
0.186 0.313 0.258
-0.381 -0.126 0.040
0.120 -0.140 -0.344

- Highest occupied orbital energy (alpha / beta): -15.38 / -15.37 eV
- Total charge: +2
- Multiplicity: 7
- DFT total energy: -113876.784 eV
- HOMO-LUMO gap (alpha / beta): 3.6 / 2.2 eV

These are the Löwdin partial charges, in e, on atoms 1 to 8: number 1, Mn, carries 1.38; number 2, Br, carries 0.22; number 3, C, carries -0.18; number 4, O, carries -0.14; number 5, H, carries 0.09; number 6, H, carries 0.06; number 7, H, carries 0.09; number 8, H, carries -0.09

***

Below is a 4-piece molecular cluster, C2H14N2O3 overall at a distorted geometry, with properties calculated with ωB97M-V/def2-TZVPD.

Element x y z (Å)
N1 1.971484 0.419815 1.022870
C1 1.213625 1.276364 0.092401
C2 0.155059 0.448716 -0.593438
N2 -0.922831 0.047252 0.306539
H1 2.620898 -0.137862 0.485216
H2 2.544880 0.944823 1.670827
H3 1.837992 1.865874 -0.570117
H4 0.705070 2.017747 0.718256
H5 -0.258274 1.024142 -1.421090
H6 0.623847 -0.353184 -1.192503
H7 -1.818899 0.137643 -0.139905
H8 -0.775590 -0.883397 0.661154
H9 -1.494115 3.227258 -1.065094
H10 -1.921731 3.293129 -2.524613
O1 -2.271795 3.161614 -1.630474
H11 -2.402356 -2.800219 -0.413733
H12 -2.584794 -3.691620 0.839092
O2 -1.932091 -3.237998 0.299402
H13 1.353693 -1.504274 1.256603
H14 2.130623 -2.793887 1.051288
O3 1.225307 -2.461936 1.147319

Forces on the atoms, in the same order (eV/Å):
0.206 -0.110 -0.309
-0.249 0.201 1.394
-0.175 0.116 -1.149
0.749 0.285 -0.188
0.204 -0.075 -0.155
-0.159 0.155 0.033
0.266 -0.187 -0.554
-0.119 -0.102 -0.050
-0.301 0.479 0.149
0.034 -0.317 0.673
-0.139 -0.209 -0.033
-0.254 -0.260 0.050
-0.091 -0.021 0.066
-0.190 -0.036 0.294
0.279 0.023 -0.340
-0.196 -0.070 0.023
-0.122 0.069 -0.100
0.268 0.027 0.055
-0.117 0.072 0.182
-0.393 -0.033 0.045
0.499 -0.006 -0.087

- Energy above the lowest of the compared OMol25 structures with the same formula, charge and spin: 93.7 kJ/mol
- Highest occupied orbital energy: -9.09 eV
- Multiplicity: 1
- SMILES: NCCN.O.O.O
- DFT total energy: -11423.456 eV
- HOMO-LUMO gap: 9.8 eV

These are the Löwdin partial charges, in e, on atoms 1 to 8: number 1, N, carries -0.02; number 2, C, carries -0.28; number 3, C, carries -0.31; number 4, N, carries 0.03; number 5, H, carries 0.07; number 6, H, carries 0.07; number 7, H, carries 0.10; number 8, H, carries 0.11

***

Below is a 5-piece molecular cluster, C2H14N2O4 overall at a distorted geometry, with properties calculated with ωB97M-V/def2-TZVPD.

Element x y z (Å)
C1 0.723885 -0.105931 -1.432589
C2 0.576855 -1.076369 -2.372084
N1 -0.576507 -1.883090 -2.440580
N2 2.028590 0.428477 -1.332960
H1 -0.069039 0.362098 -0.872498
H2 1.383798 -1.378992 -3.059908
H3 -1.362673 -1.405507 -2.029300
H4 -0.455550 -2.795185 -1.975244
H5 2.028381 1.340750 -0.907471
H6 2.603582 0.292908 -2.154864
H7 1.654430 2.179371 1.818669
H8 2.155697 1.275772 2.979882
O1 2.296411 2.108799 2.527946
H9 -2.829194 1.345879 -0.541976
H10 -2.749680 1.252635 -2.066130
O2 -3.321687 1.047049 -1.317624
H11 -1.004627 1.098096 2.244089
H12 -0.538406 -0.148778 1.804179
O3 -0.139902 0.707972 2.044705
H13 -0.807564 -2.561820 2.569089
H14 -0.525747 -1.447142 3.611743
O4 -0.957833 -1.625487 2.758331

Forces on the atoms, in the same order (eV/Å):
1.942 -1.019 -2.674
-0.374 0.284 1.487
-0.638 -0.840 -0.419
-0.849 0.554 0.858
-0.001 -0.367 0.456
-0.229 0.274 0.620
-0.265 -0.126 0.133
-0.079 0.728 -0.364
0.551 0.160 -0.361
-0.096 0.348 0.309
-0.220 -0.463 0.217
-0.381 -0.092 -0.279
0.692 0.629 0.110
-0.123 -0.029 -0.190
-0.060 0.003 0.037
0.244 0.006 0.130
0.460 0.847 0.318
1.035 -0.422 0.018
-1.386 0.065 -0.448
-0.051 0.223 0.116
-0.171 -0.109 -0.509
-0.001 -0.655 0.435

- Energy above the lowest of the compared OMol25 structures with the same formula, charge and spin: 176.6 kJ/mol
- Highest occupied orbital energy: -7.38 eV
- Multiplicity: 1
- SMILES: N/C=C/N.O.O.O.O
- DFT total energy: -13470.035 eV
- HOMO-LUMO gap: 7.5 eV

These are the Löwdin partial charges, in e, on atoms 1 to 8: number 1, C, carries -0.20; number 2, C, carries -0.24; number 3, N, carries -0.02; number 4, N, carries 0.01; number 5, H, carries 0.09; number 6, H, carries 0.11; number 7, H, carries 0.05; number 8, H, carries 0.08

***

Below is a 4-piece molecular cluster, C2H14NO3 overall at a distorted geometry, with properties calculated with ωB97M-V/def2-TZVPD.

Element x y z (Å)
C1 -0.606351 -0.145218 3.154662
C2 -0.497419 0.199027 1.686368
N1 -1.777139 -0.232681 0.880310
H1 0.266336 0.041107 3.815185
H2 -1.444939 0.258373 3.684529
H3 -0.820011 -1.280255 3.378270
H4 -0.215256 1.251740 1.540657
H5 0.259216 -0.442874 1.101012
H6 -2.520327 -0.235461 1.498911
H7 -1.506005 -1.183808 0.646525
H8 -1.951254 0.454581 0.019827
H9 0.302694 -0.267221 -4.202498
H10 1.279067 0.534069 -3.560398
O1 0.301948 0.426701 -3.582654
H11 -2.693926 0.603237 -2.350580
H12 -1.086223 0.686759 -2.035857
O2 -2.022926 0.656597 -1.524076
H13 4.413062 0.077877 0.408557
H14 5.069045 -1.319258 -0.033354
O3 4.184867 -0.817416 0.216837

Forces on the atoms, in the same order (eV/Å):
-0.052 -3.204 1.354
1.150 -1.179 -1.253
3.129 2.062 -0.446
-0.228 0.258 -1.010
-0.592 1.023 -0.101
0.624 1.736 -0.974
-0.635 -0.329 -0.220
-0.537 1.229 1.427
-2.193 -0.075 1.391
-0.833 0.059 -0.659
0.117 -1.908 0.801
-0.875 -1.636 -1.410
-0.784 0.565 0.533
1.473 1.110 1.126
2.145 0.268 3.037
-2.743 -0.109 1.367
0.877 0.102 -4.963
0.604 0.862 0.155
-2.751 1.850 0.872
2.104 -2.687 -1.027

- Energy above the lowest of the compared OMol25 structures with the same formula, charge and spin: 187.7 kJ/mol
- Highest occupied orbital energy: -13.98 eV
- Total charge: +1
- Multiplicity: 1
- DFT total energy: -9926.500 eV
- HOMO-LUMO gap: 11.0 eV

These are the Löwdin partial charges, in e, on atoms 1 to 8: number 1, C, carries -0.10; number 2, C, carries -0.18; number 3, N, carries 0.16; number 4, H, carries 0.10; number 5, H, carries 0.06; number 6, H, carries 0.12; number 7, H, carries 0.12; number 8, H, carries 0.15